Entry 1:
{"formula": "C33H38F2N8O2S", "method": "wB97M-V/def2-TZVPD", "orbital_gap_ev": 9.78, "homo_ev": -9.27, "multiplicity": 1, "e_lumo_ev": 0.51, "elements": ["N", "N", "C", "C", "C", "F", "S", "O", "O", "F", "H", "H", "H", "H", "H", "H", "H", "H", "N", "C", "C", "C", "C", "C", "H", "H", "H", "H", "H", "N", "C", "C", "C", "C", "C", "H", "H", "H", "H", "H", "N", "C", "C", "C", "C", "C", "H", "H", "H", "H", "H", "N", "C", "C", "C", "C", "C", "H", "H", "H", "H", "H", "N", "C", "C", "C", "C", "C", "H", "H", "H", "H", "H", "N", "C", "C", "C", "C", "C", "H", "H", "H", "H", "H"], "positions_angstrom": [[5.5201, -2.4582, -0.3202], [5.1156, -1.0758, -0.1172], [4.0050, -0.7031, -1.0088], [2.6471, -1.0819, -0.3947], [1.6942, 0.0901, -0.3549], [2.2618, 1.1801, 0.2970], [6.4440, -0.1009, -0.0485], [7.0285, -0.1903, 1.2386], [7.2717, -0.2217, -1.2052], [5.7253, 1.2794, -0.1227], [6.5337, -2.5171, -0.3596], [5.1686, -2.7207, -1.2376], [4.0417, 0.3651, -1.2049], [4.1468, -1.2076, -1.9721], [2.8252, -1.4391, 0.6195], [2.1756, -1.8796, -0.9645], [1.4407, 0.3742, -1.3800], [0.7872, -0.2084, 0.1752], [-1.9582, -0.7763, 1.2706], [-2.1119, -0.1799, 2.4529], [-2.7835, 1.0209, 2.6254], [-3.3345, 1.6411, 1.5146], [-3.1835, 1.0310, 0.2787], [-2.4913, -0.1678, 0.2117], [-1.6714, -0.6908, 3.3023], [-2.8778, 1.4532, 3.6120], [-3.8846, 2.5682, 1.6098], [-3.5935, 1.4738, -0.6190], [-2.3520, -0.6764, -0.7371], [-6.2255, 3.7785, 1.8554], [-6.3770, 4.3532, 3.0463], [-7.0440, 5.5541, 3.2388], [-7.5830, 6.1945, 2.1348], [-7.4342, 5.6068, 0.8888], [-6.7502, 4.4032, 0.8036], [-5.9449, 3.8224, 3.8879], [-7.1364, 5.9727, 4.2317], [-8.1099, 7.1337, 2.2433], [-7.8382, 6.0685, -0.0019], [-6.6179, 3.9143, -0.1557], [0.7552, -0.9575, -3.8014], [0.5539, -0.2348, -4.9017], [-0.6951, -0.0390, -5.4732], [-1.7969, -0.6264, -4.8723], [-1.6023, -1.3826, -3.7274], [-0.3134, -1.5144, -3.2343], [1.4365, 0.2095, -5.3483], [-0.7956, 0.5609, -6.3673], [-2.7880, -0.4973, -5.2879], [-2.4312, -1.8613, -3.2232], [-0.1218, -2.0964, -2.3376], [9.7837, 5.3315, -1.1016], [10.5052, 4.4739, -1.8205], [10.2397, 3.1145, -1.8865], [9.1663, 2.6080, -1.1699], [8.4099, 3.4904, -0.4149], [8.7574, 4.8335, -0.4154], [11.3385, 4.8976, -2.3707], [10.8632, 2.4680, -2.4897], [8.9328, 1.5526, -1.2006], [7.5651, 3.1530, 0.1705], [8.1828, 5.5469, 0.1656], [-6.2413, -0.5091, 2.9370], [-5.4272, -1.3878, 2.3556], [-5.7346, -2.7326, 2.2043], [-6.9526, -3.1911, 2.6789], [-7.8109, -2.2863, 3.2831], [-7.4091, -0.9623, 3.3865], [-4.4811, -0.9982, 1.9990], [-5.0296, -3.3984, 1.7247], [-7.2288, -4.2332, 2.5802], [-8.7726, -2.5959, 3.6694], [-8.0567, -0.2279, 3.8534], [1.5069, -4.1219, 0.1281], [2.1904, -5.1568, -0.3539], [1.6916, -6.4502, -0.4026], [0.4121, -6.6812, 0.0769], [-0.3107, -5.6128, 0.5831], [0.2781, -4.3565, 0.5870], [3.1917, -4.9420, -0.7128], [2.2946, -7.2528, -0.8050], [-0.0132, -7.6765, 0.0577], [-1.3120, -5.7448, 0.9702], [-0.2600, -3.4961, 0.9735]], "forces_ev_per_a": [[-0.3878, -0.0717, 0.3011], [0.1663, 0.2187, -0.0464], [-0.1741, -0.0633, -0.1924], [0.4237, 0.2942, 0.1854], [-0.1876, -0.5636, -0.3341], [0.0151, 0.0116, 0.0006], [-0.0269, -0.2022, -0.0982], [0.0238, -0.0527, -0.0471], [-0.0852, 0.1514, -0.0249], [0.0184, -0.0335, 0.0058], [-0.0070, -0.0305, 0.0328], [0.2599, 0.0582, -0.1337], [0.0346, -0.0270, 0.1127], [0.0362, 0.0823, -0.0271], [-0.0727, -0.1417, -0.0475], [-0.0363, -0.0715, 0.1310], [-0.0349, 0.2877, 0.1018], [-0.0419, 0.2039, 0.0231], [0.0217, -0.0164, 0.0160], [0.1266, 0.0287, 0.0006], [0.0059, 0.0202, -0.0342], [0.0054, -0.0023, 0.0217], [0.0008, 0.0092, 0.0254], [0.0583, -0.1071, -0.0338], [-0.0108, 0.0117, 0.0102], [-0.0114, -0.0114, 0.0024], [-0.0472, -0.0312, 0.0110], [-0.0080, -0.0100, 0.0004], [-0.0217, 0.0640, -0.0357], [0.0573, 0.0433, -0.0431], [-0.0048, -0.0298, -0.0032], [-0.0118, 0.0001, -0.0030], [0.0008, -0.0047, -0.0007], [-0.0085, 0.0017, 0.0059], [-0.0056, -0.0002, 0.0246], [-0.0005, 0.0049, 0.0023], [0.0048, -0.0028, -0.0002], [0.0021, -0.0007, -0.0003], [0.0007, -0.0049, -0.0008], [0.0027, 0.0086, -0.0028], [0.0002, 0.0392, 0.0121], [0.0088, -0.0104, 0.0075], [-0.0101, -0.0090, 0.0087], [0.0199, 0.0052, 0.0042], [-0.0318, 0.0266, -0.0148], [0.0853, -0.0495, 0.0870], [-0.0052, 0.0056, -0.0006], [0.0032, -0.0009, 0.0002], [0.0024, -0.0012, -0.0023], [0.0095, -0.0133, 0.0011], [-0.0397, -0.0139, 0.0010], [0.0010, -0.0134, -0.0037], [-0.0221, 0.0171, 0.0201], [-0.0036, -0.0193, -0.0195], [0.0907, 0.0627, -0.0032], [-0.0243, -0.0125, 0.0214], [0.0223, 0.0105, -0.0164], [0.0003, -0.0045, -0.0032], [0.0021, 0.0055, 0.0014], [-0.0337, 0.0062, 0.0074], [0.0090, -0.0056, -0.0095], [-0.0021, -0.0047, 0.0025], [0.0101, -0.0007, 0.0148], [-0.0305, 0.0174, 0.0114], [-0.0052, -0.0036, -0.0134], [-0.0025, 0.0033, 0.0009], [0.0030, -0.0050, -0.0033], [0.0141, -0.0001, -0.0084], [-0.0662, -0.0348, -0.0181], [0.0036, 0.0046, 0.0021], [0.0008, 0.0011, 0.0010], [-0.0002, 0.0056, -0.0006], [-0.0031, -0.0060, 0.0025], [-0.0672, -0.0603, -0.0200], [0.0015, -0.0175, 0.0222], [-0.0200, 0.0003, 0.0084], [0.0029, 0.0040, -0.0011], [0.0089, -0.0160, -0.0047], [-0.0041, 0.0486, -0.0050], [-0.0010, 0.0048, 0.0076], [0.0032, 0.0032, 0.0005], [0.0006, 0.0013, -0.0001], [0.0012, 0.0051, 0.0023], [-0.0124, 0.0031, -0.0056]]}

=====

Entry 2:
{"formula": "C5H6O", "method": "wB97M-V/def2-TZVPD", "orbital_gap_ev": [7.25, 8.24], "homo_ev": [-8.25, -8.45], "multiplicity": 1, "e_lumo_ev": [-1.00, -0.20], "elements": ["O", "C", "C", "C", "C", "C", "H", "H", "H", "H", "H", "H"], "positions_angstrom": [[-2.5815, -0.0976, -0.6733], [-2.1310, -0.2520, 0.4350], [-0.6922, -0.0589, 0.8157], [0.1732, 0.3046, -0.3591], [1.5589, 0.3145, -0.1448], [2.7573, 0.0534, -0.1880], [-2.7866, -0.5527, 1.2728], [-0.3299, -0.9600, 1.3238], [-0.6659, 0.7360, 1.5879], [1.2803, -1.0186, -1.3507], [-0.1868, 1.1583, -0.9400], [3.7051, 0.3020, 0.1835]], "forces_ev_per_a": [[0.2543, -0.0195, 0.4608], [-0.3980, -0.0567, -0.2674], [0.0566, -0.2814, -0.3945], [0.0176, 0.1940, -0.0387], [2.1466, -0.9443, -0.5066], [-0.8284, 1.1695, 1.0121], [-0.0962, -0.0134, 0.0146], [-0.0702, 0.0554, -0.0531], [0.0761, -0.1228, -0.2458], [-2.0228, 0.7232, 0.3068], [-0.1048, -0.6540, -0.3446], [0.9693, -0.0498, 0.0565]]}

=====

Entry 3:
{"formula": "H4NP3", "method": "wB97M-V/def2-TZVPD", "orbital_gap_ev": 7.21, "homo_ev": -7.74, "multiplicity": 1, "e_lumo_ev": -0.53, "elements": ["N", "P", "P", "P", "H", "H", "H", "H"], "positions_angstrom": [[0.0057, -2.4577, -1.7522], [0.9148, -1.9323, -0.6356], [-0.7320, 0.9030, -0.4486], [1.0158, 0.4281, 0.7124], [-1.4480, 0.5610, 0.6469], [-0.8852, -2.0419, -2.3119], [-0.4785, 2.2370, -0.1862], [1.6575, 0.7543, -0.5585]], "forces_ev_per_a": [[-2.8473, 2.1212, -1.3346], [0.9650, -0.1984, 0.7459], [0.1385, -0.1366, -1.1952], [0.6920, -1.7422, -2.2281], [-1.4887, 0.2448, 1.0742], [2.7215, -1.0146, 1.8804], [-0.7064, 0.9034, 0.2009], [0.5255, -0.1777, 0.8564]]}

=====

Entry 4:
{"formula": "C21H34AuCl4N3O2PSi", "method": "wB97M-V/def2-TZVPD", "orbital_gap_ev": 6.61, "homo_ev": -4.20, "charge": -1, "multiplicity": 1, "e_lumo_ev": 2.41, "elements": ["Au", "Cl", "C", "C", "Cl", "C", "Cl", "C", "O", "C", "O", "C", "Cl", "C", "N", "C", "N", "C", "N", "C", "P", "C", "C", "H", "H", "H", "H", "H", "H", "H", "H", "H", "H", "H", "H", "H", "C", "Si", "C", "C", "C", "C", "C", "C", "C", "C", "H", "H", "H", "H", "H", "H", "H", "H", "H", "H", "H", "H", "H", "H", "H", "H", "H", "H", "H", "H", "H"], "positions_angstrom": [[1.2045, -0.4781, 0.0711], [-2.7834, -6.5891, 1.0870], [-1.8190, -5.1571, 1.2648], [-0.6513, -5.1826, 1.9910], [-0.1072, -6.6565, 2.7281], [0.0970, -4.0030, 2.1351], [1.5445, -4.0120, 3.0973], [-0.2671, -2.7950, 1.5439], [0.4280, -1.7119, 1.7761], [-1.5085, -2.7652, 0.7775], [-1.9548, -1.6408, 0.3076], [-2.2402, -3.9511, 0.6866], [-3.7782, -3.8584, -0.1264], [-4.1548, 0.3938, 1.5142], [-2.7456, -0.0682, 1.3732], [-2.3379, -0.7975, 2.6399], [-2.5187, 0.0329, 3.7948], [-3.8882, 0.5076, 3.8686], [-4.3109, 1.2378, 2.6715], [-3.5626, 2.4977, 2.5472], [-1.7071, 2.3107, 2.4015], [-1.8183, 1.0600, 1.0584], [-1.5251, 1.1146, 3.8124], [-4.7864, -0.4918, 1.6071], [-4.4209, 0.9397, 0.6081], [-2.5408, -0.7508, 0.5611], [-1.2919, -1.0732, 2.5187], [-2.9685, -1.6857, 2.6857], [-4.0020, 1.1614, 4.7349], [-4.5450, -0.3565, 3.9920], [-3.7961, 3.1156, 3.4173], [-3.9257, 3.0376, 1.6692], [-0.9352, 0.5165, 0.7237], [-2.2100, 1.5410, 0.1561], [-1.6013, 1.6582, 4.7564], [-0.5320, 0.6557, 3.7603], [4.1616, -0.5450, -1.7661], [2.4942, 0.3615, -1.6121], [1.5943, 0.0326, -3.2949], [2.2567, 0.7000, -4.5018], [1.6117, -1.4867, -3.5083], [0.1252, 0.4653, -3.2307], [2.9877, 2.2196, -1.3647], [3.5671, 2.3438, 0.0505], [1.7635, 3.1320, -1.4527], [4.0532, 2.7146, -2.3481], [4.6675, -0.3253, -2.7110], [4.0167, -1.6233, -1.7019], [4.8313, -0.2625, -0.9509], [3.3304, 0.5025, -4.5478], [2.1149, 1.7825, -4.4884], [1.8132, 0.3266, -5.4341], [2.6253, -1.8675, -3.6453], [1.0349, -1.7448, -4.4049], [1.1621, -2.0097, -2.6611], [0.0181, 1.5408, -3.0834], [-0.3954, -0.0400, -2.4144], [-0.3836, 0.2068, -4.1687], [2.8630, 1.9797, 0.8000], [3.7981, 3.3942, 0.2708], [4.4917, 1.7722, 0.1596], [0.9797, 2.8037, -0.7654], [1.3431, 3.1490, -2.4592], [2.0348, 4.1631, -1.1910], [4.9230, 2.0551, -2.3663], [4.4051, 3.7124, -2.0541], [3.6714, 2.7907, -3.3653]], "forces_ev_per_a": [[0.1234, -0.8048, 0.6897], [0.0231, 0.0187, -0.0096], [-0.2153, 0.0004, -0.0918], [0.2155, 0.0509, 0.1009], [-0.0230, 0.0348, -0.0262], [0.0492, -0.3287, -0.0214], [-0.0674, 0.0104, -0.0585], [-0.1553, 0.0619, -0.1856], [-0.2018, 0.4118, -0.6203], [0.2884, -0.4314, 0.5514], [3.3215, -4.7734, -3.8279], [0.0068, 0.0915, -0.0560], [0.0241, -0.0234, 0.0017], [0.6832, 0.0839, 0.1386], [-2.5363, 4.8847, 3.1166], [-0.2618, 0.4471, -0.4687], [0.0801, -0.0009, 0.2669], [0.0466, 0.0873, -0.1468], [-0.3296, 0.3024, 0.3103], [-0.0701, -0.1561, -0.0243], [0.2042, 0.1535, 0.0307], [-0.6657, -0.6114, -0.1940], [-0.1088, -0.2203, -0.0484], [0.0105, -0.0047, 0.0141], [-0.0563, 0.0003, -0.0141], [-0.8244, -0.5048, 0.2541], [-0.0535, 0.1106, 0.1227], [-0.0187, -0.0029, 0.0881], [0.0083, 0.0084, 0.0082], [0.0024, -0.0093, -0.0104], [0.0502, 0.0209, 0.0076], [0.0032, 0.0132, -0.0216], [0.5941, 0.5262, 0.3515], [-0.0136, 0.1097, 0.0400], [0.0147, 0.0187, 0.0141], [-0.0613, 0.1187, 0.0381], [-0.0638, 0.0124, 0.0466], [0.0044, 0.3372, -0.3822], [-0.0097, 0.0186, 0.0190], [-0.0256, 0.0154, 0.0012], [0.0089, 0.0237, -0.0185], [0.0190, -0.0208, -0.0399], [-0.0010, -0.0170, 0.0078], [0.0005, -0.0066, -0.0171], [0.0145, -0.0104, 0.0093], [-0.0007, -0.0116, 0.0181], [-0.0022, 0.0067, -0.0062], [0.0013, -0.0406, -0.0009], [0.0070, 0.0078, 0.0047], [0.0209, -0.0112, -0.0001], [0.0087, 0.0259, 0.0021], [-0.0102, -0.0025, 0.0009], [0.0232, -0.0155, -0.0033], [-0.0115, -0.0030, -0.0106], [0.0056, -0.0292, 0.0261], [-0.0102, 0.0378, 0.0166], [-0.0072, -0.0065, 0.0129], [-0.0063, -0.0016, -0.0084], [-0.0256, 0.0133, 0.0421], [0.0063, -0.0034, 0.0005], [0.0088, -0.0150, 0.0110], [-0.0287, -0.0010, 0.0177], [-0.0125, 0.0105, -0.0505], [-0.0036, 0.0056, 0.0149], [0.0304, -0.0066, 0.0105], [-0.0192, 0.0043, 0.0008], [-0.0080, -0.0107, -0.0447]]}